Arrangement w

This record from OMol25 describes 7 unconnected molecules or ions with the total composition BH16O6. The level of theory is ωB97M-V/def2-TZVPD.

ORCA input file:
```
! wB97M-V def2-TZVPD RIJCOSX def2/J DEFGRID3
* xyz -1 1
B 4.9040 -18.3440 17.0410
H 5.4940 -18.6370 16.0450
H 4.0420 -19.1380 17.2300
H 5.6830 -18.2360 18.0330
H 4.3530 -17.2450 16.8430
O 4.0190 -16.3920 19.8010
H 4.3850 -17.1680 20.1630
H 4.1090 -16.5630 18.8800
O 7.9190 -20.1230 14.3090
H 8.2210 -19.6220 15.0720
H 6.9990 -20.2420 14.4050
O 5.4490 -14.7170 17.1400
H 5.2730 -15.7000 17.2020
H 4.6990 -14.4250 16.5980
O 8.2650 -17.7310 15.7260
H 7.3910 -17.7470 16.1440
H 8.8150 -17.2910 16.3680
O 1.5830 -17.4680 17.4680
H 0.9460 -18.0520 17.0470
H 2.4450 -17.7260 17.2470
O 3.0430 -19.0520 14.4790
H 2.7970 -19.9710 14.3160
H 3.7930 -18.9190 15.0600
*
```

Computed properties:
Gap between HOMO and LUMO (eV): 9.92
HOMO level (eV): -6.698

=====

Arrangement x

This record from OMol25 describes 7 unconnected molecules or ions with the total composition BH16O6. The level of theory is ωB97M-V/def2-TZVPD.

ORCA input file:
```
! wB97M-V def2-TZVPD RIJCOSX def2/J DEFGRID3
* xyz -1 1
B 0.0631 -0.4341 0.3525
H 0.3190 -0.5682 1.5611
H 0.0759 -1.5713 -0.2119
H -1.0494 0.1598 0.0343
H 0.9414 0.3040 -0.1096
O 3.2427 -1.6495 0.0566
H 3.3482 -2.4479 0.5798
H 2.3678 -1.2814 0.3619
O -0.0723 3.6581 -1.4519
H 0.7970 3.6629 -1.8632
H -0.3798 2.7300 -1.2655
O -3.1433 -1.5700 -1.8181
H -3.4159 -2.3243 -1.2595
H -2.7735 -0.7719 -1.2464
O -1.7545 1.3334 -2.2253
H -1.4384 1.6207 -3.0546
H -1.1048 0.7713 -1.7524
O -0.7951 -3.0845 2.2419
H -1.0887 -2.9564 3.1002
H -0.6275 -2.2373 1.8401
O 2.0174 2.3865 2.3359
H 2.3776 2.7924 1.5310
H 2.0930 1.4777 2.2631
*
```

Computed properties:
Gap between HOMO and LUMO (eV): 9.11
HOMO level (eV): -5.919

=====

Which structure is most stable? arrangement w, by 15.6 kcal/mol over the runner-up.

=====

Arrangement w

This record from OMol25 describes 4 unconnected molecules or ions with the total composition CH7NO2. The level of theory is ωB97M-V/def2-TZVPD.

ORCA input file:
```
! wB97M-V def2-TZVPD RIJCOSX def2/J DEFGRID3
* xyz 0 1
C -1.5474 0.6325 -0.2004
O -1.2615 -0.7225 -0.2489
H -0.6283 -1.1065 0.9518
H -2.5642 0.7715 -0.6056
H -0.8627 1.2490 -0.8043
H -1.5601 1.0389 0.8232
N 2.1672 -0.1489 -0.3974
O 1.0705 -0.5157 0.0914
H -0.0425 -1.1978 1.5832
H 2.7627 -0.8227 -0.8767
H 2.4664 0.8221 -0.3165
*
```

Computed properties:
Gap between HOMO and LUMO (alpha / beta) (eV): 10.45 / 7.53
HOMO level (alpha / beta) (eV): -9.848 / -8.715

=====

Arrangement x

This record from OMol25 describes 3 unconnected molecules or ions with the total composition CH7NO2. The level of theory is ωB97M-V/def2-TZVPD.

ORCA input file:
```
! wB97M-V def2-TZVPD RIJCOSX def2/J DEFGRID3
* xyz 0 1
C 0.9125 -2.3755 0.4331
N 1.0552 -1.2256 -0.0987
H 0.0819 -2.9969 0.1006
H 1.5708 -2.7702 1.2191
H 1.0817 -0.4532 0.5607
O -2.3401 0.5841 -0.5379
H -1.6651 1.2652 -0.5513
H -1.9223 -0.2814 -0.5315
O 0.7927 2.7422 -0.2424
H 0.2552 2.1290 0.2679
H 0.1776 3.3823 -0.6196
*
```

Computed properties:
SMILES: C=N.O.O
Gap between HOMO and LUMO (eV): 9.73
HOMO level (eV): -9.373

=====

Which structure is most stable? arrangement x, by 107.7 kcal/mol over the runner-up.

=====

Arrangement w

This record from OMol25 describes 2 unconnected molecules or ions with the total composition C2H7N2PS. The level of theory is ωB97M-V/def2-TZVPD.

ORCA input file:
```
! wB97M-V def2-TZVPD RIJCOSX def2/J DEFGRID3
* xyz 0 1
C -0.4306 -1.5390 -0.2830
C -0.8030 1.5864 -0.0471
N -0.1442 -0.5622 0.7798
N -0.0389 0.7148 0.8706
P 2.5653 1.1502 -0.2753
S 2.7245 -0.7451 -0.0313
H 0.4772 -1.8510 -0.7937
H -1.0522 -2.3186 0.1083
H -0.9877 -0.8635 -0.9776
H -0.2821 2.4858 0.0217
H -0.7933 1.2524 -1.0973
H -1.8636 1.6469 0.3273
H 0.6285 -0.9569 1.3977
*
```

Computed properties:
Gap between HOMO and LUMO (alpha / beta) (eV): 6.66 / 5.96
HOMO level (alpha / beta) (eV): -7.181 / -7.042

=====

Arrangement x

This record from OMol25 describes C2H7N2PS in the gas phase. The level of theory is ωB97M-V/def2-TZVPD.

ORCA input file:
```
! wB97M-V def2-TZVPD RIJCOSX def2/J DEFGRID3
* xyz 0 1
C 0.8224 -1.2230 0.2937
N -0.0383 -0.6679 -0.7227
N -0.5341 0.5156 -0.2721
C 0.5226 1.5563 -0.0856
P -2.2729 0.7953 0.3809
S -3.1102 -0.9261 0.1554
H 0.5608 -1.0053 1.2652
H 0.8317 -2.2540 0.1679
H 1.7952 -0.8715 0.2000
H -0.8044 -1.3222 -0.9605
H 1.4210 1.3873 0.4688
H 0.8455 1.6355 -1.0586
H -0.0394 2.3800 0.1678
*
```

Computed properties:
SMILES: CNN(C)P=S
Gap between HOMO and LUMO (eV): 7.47
HOMO level (eV): -8.080

=====

Which structure is most stable? arrangement x, by 45.4 kcal/mol over the runner-up.

=====

Arrangement w

This record from OMol25 describes 2 unconnected molecules or ions with the total composition C5H16N2O2. The level of theory is ωB97M-V/def2-TZVPD.

ORCA input file:
```
! wB97M-V def2-TZVPD RIJCOSX def2/J DEFGRID3
* xyz 0 1
N -2.5728 0.3386 0.7252
C -2.4748 0.1053 -0.6963
N -1.3854 0.8090 -1.3644
C -0.2661 0.0109 -1.9255
C 0.9929 0.0452 -1.0259
C 1.2272 -1.1687 -0.1511
C 2.4766 -1.0110 0.7258
O 2.7422 0.3548 1.0239
H -2.1172 -0.2854 1.3533
H -2.8033 1.2791 0.9712
H -3.3757 0.5329 -1.1502
H -2.6070 -0.9423 -0.9548
H -1.0614 1.6818 -0.9903
H -0.0395 0.5498 -2.8423
H -0.6092 -1.0066 -2.1030
H 1.8268 0.2464 -1.6922
H 0.9110 0.9423 -0.4301
H 1.3375 -2.0196 -0.8150
H 0.3790 -1.3781 0.5105
H 2.4790 -1.6462 1.6152
H 3.3168 -1.3766 0.1624
H 2.5616 0.5106 1.9450
O -0.1588 1.4732 2.3154
H -0.1065 0.7312 1.7118
H -0.6729 1.2234 3.0811
*
```

Computed properties:
SMILES: NCNCCCCO.O
Gap between HOMO and LUMO (eV): 8.71
HOMO level (eV): -8.074

=====

Arrangement x

This record from OMol25 describes 2 unconnected molecules or ions with the total composition C5H16N2O2. The level of theory is ωB97M-V/def2-TZVPD.

ORCA input file:
```
! wB97M-V def2-TZVPD RIJCOSX def2/J DEFGRID3
* xyz 0 1
N 1.8697 -1.5231 1.2754
C 2.4357 -0.2925 0.6877
N 1.9959 -0.1437 -0.7211
C 1.0212 0.9897 -0.9940
C -0.4644 0.4658 -1.0538
C -1.1481 0.4200 0.2567
C -1.7324 1.8301 0.6905
O -2.9515 2.1184 0.1051
H 0.8646 -1.5088 1.4589
H 2.4104 -2.3876 1.2314
H 3.5835 -0.2511 0.7181
H 2.0669 0.6372 1.2785
H 1.9164 -0.9232 -1.3667
H 1.3032 1.4560 -1.9552
H 1.0345 1.7423 -0.1884
H -0.9667 1.3586 -1.6247
H -0.3860 -0.2823 -1.8143
H -0.3007 0.0309 0.9421
H -1.8990 -0.4461 0.2622
H -1.7535 1.7885 1.7410
H -1.0281 2.6856 0.1693
H -3.2611 1.4496 -0.5722
O -0.8868 -3.1144 -0.3113
H -0.1877 -2.4485 -0.2943
H -0.4226 -3.7443 0.2611
*
```

Computed properties:
SMILES: NCNCCCCO.O
Gap between HOMO and LUMO (eV): 9.00
HOMO level (eV): -8.251

=====

Which structure is most stable? arrangement w, by 27.6 kcal/mol over the runner-up.

=====

Arrangement w

This record from OMol25 describes C3H2O3 in the gas phase. The level of theory is ωB97M-V/def2-TZVPD.

ORCA input file:
```
! wB97M-V def2-TZVPD RIJCOSX def2/J DEFGRID3
* xyz 0 1
O -0.3824 2.2793 0.8481
C -0.1355 1.1692 0.4159
O -0.2984 0.7845 -0.8388
C -0.1740 -0.5376 -0.9418
C 0.1948 -0.9551 0.3557
O 0.0038 0.0618 1.3265
H 0.1883 -0.8563 -2.0076
H 0.6035 -1.9457 0.8420
*
```

Computed properties:
SMILES: O=c1occo1
Gap between HOMO and LUMO (eV): 10.16
HOMO level (eV): -9.524

=====

Arrangement x

This record from OMol25 describes C3H2O3 in the gas phase. The level of theory is ωB97M-V/def2-TZVPD.

ORCA input file:
```
! wB97M-V def2-TZVPD RIJCOSX def2/J DEFGRID3
* xyz 0 1
O 0.2037 1.7770 1.1910
C -0.2569 0.6690 1.0979
C 0.4190 -0.3741 0.2041
O 1.2706 -1.1240 0.6144
C -0.0399 -0.4180 -1.2508
O -0.9690 0.2506 -1.6262
H -1.1496 0.3399 1.6646
H 0.5220 -1.1205 -1.8950
*
```

Computed properties:
SMILES: O=CC(=O)C=O
Gap between HOMO and LUMO (eV): 8.86
HOMO level (eV): -10.051

=====

Arrangement y

This record from OMol25 describes C3H2O3 in the gas phase. The level of theory is ωB97M-V/def2-TZVPD.

ORCA input file:
```
! wB97M-V def2-TZVPD RIJCOSX def2/J DEFGRID3
* xyz 0 1
O -2.3466 0.3998 0.3854
C -1.1983 0.5229 0.7264
C -0.0993 0.3059 -0.3262
O -0.0977 1.0302 -1.2935
C 1.0108 -0.7532 -0.3244
O 1.9724 -0.6869 0.3956
H -0.9181 0.8579 1.7428
H 0.9260 -1.4906 -1.1470
*
```

Computed properties:
SMILES: O=CC(=O)C=O
Gap between HOMO and LUMO (eV): 9.22
HOMO level (eV): -10.008

=====

Which structure is most stable? arrangement x, by 3.1 kcal/mol over the runner-up.

=====

Arrangement w

This record from OMol25 describes 2 unconnected molecules or ions with the total composition C3H2F2O2. The level of theory is ωB97M-V/def2-TZVPD.

ORCA input file:
```
! wB97M-V def2-TZVPD RIJCOSX def2/J DEFGRID3
* xyz 0 1
F -3.0617 0.8936 -0.4598
C -2.0869 -0.0770 -0.1246
C -1.0084 0.1332 0.5350
F -0.0830 -0.8807 0.6074
H -2.2116 -1.1274 -0.4813
H -0.6987 1.0544 0.9054
O 3.3898 -1.0924 -0.3924
C 3.0327 -0.0063 -0.3151
O 2.7278 1.1027 -0.2747
*
```

Computed properties:
SMILES: F/C=C/F.O=C=O
Gap between HOMO and LUMO (eV): 11.14
HOMO level (eV): -10.570

=====

Arrangement x

This record from OMol25 describes a molecular structure, C3H2F2O2. The level of theory is ωB97M-V/def2-TZVPD.

ORCA input file:
```
! wB97M-V def2-TZVPD RIJCOSX def2/J DEFGRID3
* xyz 0 1
C 1.1520 0.2933 0.0202
C -0.3510 0.7005 0.0624
C -0.5185 -0.8123 -0.0417
O 2.2768 0.7252 0.1969
O 0.8535 -0.9997 -0.2294
F -0.8083 1.1573 1.2309
F -1.1751 -1.1970 -1.2048
H -0.5138 1.2814 -0.8825
H -0.9156 -1.1487 0.8480
*
```

Computed properties:
Gap between HOMO and LUMO (eV): 11.81
HOMO level (eV): -11.135

=====

Which structure is most stable? arrangement w, by 10.2 kcal/mol over the runner-up.